Entry 1:
ORCA calculation (the ωB97M-V functional and the def2-TZVPD basis) on a cluster of 2 separate species, C4H8O2 in total in a non-equilibrium geometry.

```
14
Properties=species:S:1:pos:R:3:forces:R:3:mulliken_charge:R:1
C -0.382 1.317 -0.238 0.118 0.363 0.618 -0.58
C -0.107 0.491 0.767 0.109 0.823 0.300 -0.18
C 1.276 0.026 1.112 0.141 0.098 0.092 -1.04
H -1.390 1.637 -0.487 0.143 -0.011 0.200 0.28
H 0.399 1.662 -0.915 -0.080 -0.046 0.176 0.26
H -0.916 0.171 1.424 0.119 0.026 -0.048 0.37
H 1.331 -1.042 1.344 -0.148 0.234 0.006 0.29
H 1.610 0.593 1.984 0.193 -0.117 0.017 0.33
H 1.970 0.211 0.284 -0.092 0.064 0.160 0.27
O 0.190 -2.017 -0.611 -0.411 0.278 -0.090 -0.52
C -0.737 -1.291 -0.854 -0.091 -0.740 -0.686 0.17
O -0.789 -0.452 -1.911 0.018 -0.811 -0.486 -0.43
H -1.694 -1.285 -0.316 0.124 -0.046 -0.139 0.44
H 0.109 -0.426 -2.280 -0.145 -0.115 -0.120 0.34
```
Forces are in eV/Å.

Output
SMILES string: C=CC.O=CO
HOMO energy (eV): -9.412
F_max (hartree/bohr): 0.01969
Calculated total energy (Ha): -307.6460
Kohn-Sham gap (Eh): 0.3786

---

Entry 2:
ORCA calculation (the ωB97M-V functional and the def2-TZVPD basis) on the molecule C4H8O2.

```
14
Properties=species:S:1:pos:R:3:forces:R:3:mulliken_charge:R:1
C -1.156 -0.987 0.448 -0.034 -0.081 0.010 -1.49
C -0.190 0.169 0.225 -0.054 -0.035 0.039 0.72
C -0.763 1.232 -0.689 -0.282 0.014 -0.073 -0.20
O -1.903 1.248 -1.087 0.479 0.012 0.157 -0.49
C 1.190 -0.256 -0.311 -0.203 -0.195 -0.160 -0.72
O 2.204 0.651 0.066 0.121 0.038 0.180 -0.49
H -2.126 -0.616 0.789 0.136 -0.068 -0.078 0.37
H -0.760 -1.674 1.204 -0.051 0.097 -0.129 0.41
H -1.325 -1.551 -0.475 0.025 0.103 0.109 0.32
H 0.001 0.671 1.188 -0.049 -0.040 -0.110 0.20
H -0.036 2.015 -0.997 -0.112 -0.058 0.011 0.37
H 1.415 -1.283 0.017 -0.031 0.193 0.013 0.33
H 1.198 -0.262 -1.408 -0.054 -0.051 0.149 0.33
H 2.251 0.643 1.029 0.109 0.073 -0.119 0.33
```
Forces are in eV/Å.

Output
SMILES string: C[C@H](C=O)CO
HOMO energy (eV): -9.767
F_max (hartree/bohr): 0.00980
Calculated total energy (Ha): -307.6678
Kohn-Sham gap (Eh): 0.3856

---

Entry 3:
ORCA calculation (the ωB97M-V functional and the def2-TZVPD basis) on the molecule C4H8O2.

```
14
Properties=species:S:1:pos:R:3:forces:R:3:mulliken_charge:R:1
O 0.932 1.683 -1.284 0.186 -0.199 0.364 -0.50
C 1.312 1.144 -0.269 -0.131 0.180 -0.173 0.00
C 0.383 0.789 0.873 -0.031 -0.026 0.036 -0.41
C -0.924 0.190 0.353 -0.080 0.020 -0.069 -0.57
C -0.704 -1.216 -0.202 -0.239 -0.052 0.246 -0.53
O 0.423 -1.299 -1.057 -0.001 0.112 -0.235 -0.52
H 2.385 0.910 -0.126 -0.063 0.060 -0.028 0.32
H 0.182 1.721 1.420 0.059 -0.132 -0.087 0.32
H 0.885 0.104 1.567 -0.031 0.103 -0.127 0.30
H -1.676 0.145 1.149 0.111 -0.002 -0.087 0.34
H -1.321 0.849 -0.428 0.041 -0.086 0.080 0.31
H -0.488 -1.909 0.620 -0.052 0.085 -0.111 0.33
H -1.617 -1.569 -0.706 0.191 0.048 0.086 0.29
H 0.285 -0.700 -1.804 0.038 -0.113 0.105 0.34
```
Forces are in eV/Å.

Output
SMILES string: O=CCCCO
HOMO energy (eV): -9.865
F_max (hartree/bohr): 0.00885
Calculated total energy (Ha): -307.6708
Kohn-Sham gap (Eh): 0.3990

---

> Look up the F_max of the third one.

0.00885 hartree/bohr

---

> Which of these has the lowest calculated total energy?

number 3

---

Copy entry 2 word for word.
ORCA calculation (the ωB97M-V functional and the def2-TZVPD basis) on the molecule C4H8O2.

```
14
Properties=species:S:1:pos:R:3:forces:R:3:mulliken_charge:R:1
C -1.156 -0.987 0.448 -0.034 -0.081 0.010 -1.49
C -0.190 0.169 0.225 -0.054 -0.035 0.039 0.72
C -0.763 1.232 -0.689 -0.282 0.014 -0.073 -0.20
O -1.903 1.248 -1.087 0.479 0.012 0.157 -0.49
C 1.190 -0.256 -0.311 -0.203 -0.195 -0.160 -0.72
O 2.204 0.651 0.066 0.121 0.038 0.180 -0.49
H -2.126 -0.616 0.789 0.136 -0.068 -0.078 0.37
H -0.760 -1.674 1.204 -0.051 0.097 -0.129 0.41
H -1.325 -1.551 -0.475 0.025 0.103 0.109 0.32
H 0.001 0.671 1.188 -0.049 -0.040 -0.110 0.20
H -0.036 2.015 -0.997 -0.112 -0.058 0.011 0.37
H 1.415 -1.283 0.017 -0.031 0.193 0.013 0.33
H 1.198 -0.262 -1.408 -0.054 -0.051 0.149 0.33
H 2.251 0.643 1.029 0.109 0.073 -0.119 0.33
```
Forces are in eV/Å.

Output
SMILES string: C[C@H](C=O)CO
HOMO energy (eV): -9.767
F_max (hartree/bohr): 0.00980
Calculated total energy (Ha): -307.6678
Kohn-Sham gap (Eh): 0.3856

---

> HOMO energy of number 3 (C4H8O2)?

-9.865 eV